{
  "formula": "C3H30N2O10",
  "method": "ωB97M-V/def2-TZVPD",
  "elements": ["N", "C", "C", "C", "N", "H", "H", "H", "H", "H", "H", "H", "H", "H", "H", "O", "H", "H", "O", "H", "H", "O", "H", "H", "O", "H", "H", "O", "H", "H", "O", "H", "H", "O", "H", "H", "O", "H", "H", "O", "H", "H", "O", "H", "H"],
  "xyz": [[1.4588, -0.7506, -2.7921], [-0.0157, -0.7023, -2.8805], [-0.7879, -1.8897, -2.1479], [-2.2510, -1.5156, -2.3267], [-2.7356, -0.8717, -1.1149], [1.9704, -1.4692, -3.3078], [1.8908, 0.1577, -2.8025], [-0.1608, 0.2456, -2.3440], [-0.4034, -0.5171, -3.8939], [-0.5369, -1.7874, -1.1082], [-0.3036, -2.8190, -2.4728], [-2.3248, -0.8223, -3.1879], [-2.8401, -2.4480, -2.5721], [-3.1314, -1.5321, -0.3992], [-3.3359, -0.0955, -1.3365], [0.4602, 2.4778, 2.7660], [0.7628, 1.5751, 2.8729], [-0.0378, 2.6254, 3.5994], [0.4239, 2.0409, 0.0325], [1.2297, 2.3493, -0.4258], [0.1803, 2.7287, 0.6713], [2.5551, -0.1234, -0.0382], [2.1468, -0.7019, -0.6710], [2.8957, -0.7080, 0.6352], [2.8442, 2.3034, -1.2111], [3.7546, 2.5772, -1.4190], [3.0404, 1.3797, -0.8715], [-0.6256, -0.2910, 0.4068], [-0.0903, 0.5226, 0.2346], [-1.6052, -0.0285, 0.2203], [-1.9644, 0.3959, 2.9902], [-1.4619, 0.3045, 2.1321], [-2.0521, 1.3198, 3.2176], [-2.8059, 3.0439, -0.9810], [-2.7072, 3.9389, -0.5683], [-2.4802, 2.4509, -0.3585], [-0.7985, -2.1590, 3.4267], [-0.7953, -2.0249, 2.5002], [-1.0108, -1.4069, 3.9394], [2.5356, -2.7990, 0.7036], [1.7983, -3.3987, 0.9504], [2.1532, -2.1133, 0.1793], [1.5862, 0.1840, 3.5671], [1.2746, -0.3974, 2.8660], [2.3007, 0.7513, 3.3197]],
  "forces_ev_per_angstrom": [[-0.132, -1.226, 0.496], [0.952, 0.215, 0.983], [2.049, 2.068, -1.185], [-0.486, -1.975, -0.403], [-0.847, -0.364, 0.748], [-0.427, 0.605, 0.005], [0.115, 0.006, -0.400], [-0.876, -0.292, 0.049], [0.151, -0.462, 0.016], [0.055, -0.019, 0.441], [-0.990, -0.159, -0.443], [-0.292, -0.363, 0.555], [0.280, 0.986, 0.079], [0.294, 1.099, -1.332], [-0.600, -0.199, 0.213], [-1.061, 1.274, 0.763], [0.020, -0.622, 0.126], [0.577, -0.001, -0.783], [0.069, 0.857, -0.343], [-0.250, -0.040, 0.203], [0.290, -0.380, 0.063], [0.398, 0.610, 0.597], [-0.652, -0.100, -1.471], [0.526, 0.075, 0.557], [1.501, -1.362, 0.068], [-0.631, 0.446, -0.055], [-0.764, 0.950, -0.088], [-1.742, 0.852, 0.937], [-0.256, -0.170, 0.132], [2.513, -1.033, -0.377], [0.310, -0.615, -0.810], [-0.388, 0.376, 1.089], [0.153, 0.268, -0.286], [-0.913, 2.871, -1.177], [-0.125, -1.278, -0.586], [1.063, -1.626, 1.726], [0.892, -2.575, 0.924], [-0.297, 0.957, -1.120], [-0.525, 1.570, 0.001], [-0.155, -1.336, 0.857], [0.687, 0.659, -0.216], [-0.821, -0.057, -0.528], [-0.983, -0.493, 0.924], [0.453, -0.021, -0.247], [0.865, 0.023, -0.704]],
  "mulliken_charge": [-0.449, -0.629, 0.145, -0.759, -0.502, 0.167, 0.224, 0.248, 0.248, -0.204, 0.434, 0.345, 0.220, 0.243, 0.229, -0.641, 0.421, 0.276, -0.351, 0.252, 0.211, -0.733, 0.260, 0.364, -0.712, 0.327, 0.336, -0.343, 0.189, 0.257, -0.621, 0.413, 0.272, -0.615, 0.308, 0.270, -0.647, 0.290, 0.323, -0.669, 0.312, 0.330, -0.735, 0.379, 0.316],
  "mol_weight_g_mol": 254.277,
  "gap_ev": 9.444,
  "smiles": "NCCCN.O.O.O.O.O.O.O.O.O.O",
  "total_energy_ev": -27052.4554,
  "relative_energy_ev": 0.3481,
  "lumo_energy_ev": 0.24,
  "multiplicity": 1,
  "homo_ev": -9.20
}